No. 1
Formula: C3H10N
Source: the OMol25 dataset
Level of theory: the ωB97M-V functional and the def2-TZVPD basis

Results
Highest occupied orbital energy = -14.71 eV
ΔE to the lowest compared entry with this formula, charge and spin = 1.1472 eV
Net charge = +1

Each line ends with the natural charge from an NBO analysis.
Element x y z (Å)
1 C -0.77 -1.25 -1.35  -0.418
2 N -1.07 -0.91 0.08  -0.696
3 H 0.24 -1.63 -1.39  0.239
4 H -1.48 -1.99 -1.69  0.243
5 H -0.85 -0.34 -1.93  0.239
6 H -0.31 -0.31 0.46  0.464
7 H -1.15 -1.75 0.66  0.440
8 H -1.94 -0.37 0.18  0.440
9 C 1.00 1.33 1.36  -0.379
10 C 1.21 1.21 0.05  -0.429
11 H 0.18 1.93 1.74  0.210
12 H 1.66 0.87 2.09  0.224
13 H 0.70 1.79 -0.70  0.215
14 H 1.95 0.50 -0.30  0.209

No. 2
Formula: C36H73ClF2N9O4S2
Source: the OMol25 dataset
Level of theory: the ωB97M-V functional and the def2-TZVPD basis

Results
Highest occupied orbital energy = -13.92 eV
Net charge = +3

Each line ends with the Mulliken charge.
Element x y z (Å)
1 C -8.52 -17.07 13.41  -1.270
2 C -8.17 -16.41 12.07  -0.445
3 C -9.33 -16.50 11.06  -0.331
4 C -8.86 -16.15 9.66  -0.886
5 N -10.01 -15.96 8.64  0.362
6 C -10.92 -17.16 8.70  -0.644
7 C -11.55 -17.21 7.31  -0.730
8 C -10.39 -16.84 6.38  -0.515
9 C -9.45 -15.96 7.22  -0.493
10 C -10.76 -14.72 8.88  -1.215
11 H -9.49 -17.56 13.40  0.363
12 H -8.59 -16.35 14.23  0.314
13 H -7.80 -17.83 13.71  0.340
14 H -7.36 -16.93 11.56  0.390
15 H -7.95 -15.37 12.28  0.344
16 H -10.15 -15.82 11.30  0.081
17 H -9.73 -17.52 11.06  0.443
18 H -8.44 -17.04 9.21  0.493
19 H -8.26 -15.24 9.61  0.294
20 H -11.70 -17.06 9.45  0.273
21 H -10.30 -18.04 8.86  0.524
22 H -12.36 -16.49 7.23  0.314
23 H -11.94 -18.19 7.06  0.422
24 H -10.79 -16.26 5.55  0.279
25 H -9.87 -17.72 6.01  0.366
26 H -9.34 -14.93 6.89  0.375
27 H -8.44 -16.36 7.24  0.343
28 H -10.13 -13.85 8.67  0.452
29 H -10.96 -14.66 9.95  0.376
30 H -11.70 -14.71 8.34  0.351
31 C -16.35 -13.53 17.57  -1.339
32 C -15.35 -12.48 17.13  -0.440
33 C -14.58 -12.86 15.88  -0.285
34 C -13.55 -11.81 15.55  -1.261
35 N -12.88 -12.02 14.21  0.828
36 C -11.97 -13.18 14.21  -1.121
37 C -10.84 -12.98 13.20  0.258
38 C -10.84 -11.46 13.00  -0.471
39 C -11.90 -10.89 13.95  -0.544
40 C -13.90 -12.06 13.08  -1.077
41 H -15.86 -14.50 17.71  0.348
42 H -17.13 -13.70 16.83  0.335
43 H -16.86 -13.20 18.47  0.386
44 H -14.67 -12.21 17.94  0.376
45 H -15.86 -11.52 16.95  0.376
46 H -15.29 -13.06 15.07  0.310
47 H -14.02 -13.80 15.99  0.372
48 H -12.73 -11.83 16.27  0.437
49 H -13.94 -10.78 15.52  0.457
50 H -12.44 -14.15 14.04  0.432
51 H -11.59 -13.30 15.22  0.460
52 H -11.03 -13.49 12.26  -0.353
53 H -9.95 -13.42 13.66  0.405
54 H -11.23 -11.20 12.00  0.032
55 H -9.88 -10.96 13.11  0.509
56 H -12.39 -9.99 13.59  0.092
57 H -11.46 -10.63 14.92  0.422
58 H -14.65 -11.35 13.43  0.495
59 H -14.16 -13.11 12.95  0.275
60 H -13.40 -11.73 12.17  0.218
61 C -18.51 -4.35 9.29  -1.195
62 C -17.43 -5.42 9.35  -0.430
63 N -17.86 -6.64 8.61  0.292
64 C -18.72 -7.58 9.16  -0.431
65 C -18.87 -8.55 8.24  -0.397
66 N -18.09 -8.23 7.16  0.134
67 C -17.44 -7.11 7.45  -0.213
68 C -17.89 -9.03 5.96  -0.830
69 H -19.23 -4.52 10.09  0.372
70 H -19.07 -4.29 8.36  0.359
71 H -18.00 -3.42 9.55  0.377
72 H -17.23 -5.76 10.36  0.383
73 H -16.51 -5.12 8.85  0.252
74 H -19.21 -7.46 10.11  0.461
75 H -19.40 -9.48 8.32  0.433
76 H -16.62 -6.72 6.87  0.399
77 H -16.93 -8.92 5.47  0.328
78 H -18.69 -8.80 5.25  0.359
79 H -18.03 -10.08 6.20  0.325
80 C -8.98 -1.07 12.38  -1.097
81 C -10.48 -1.12 12.17  -0.403
82 N -10.92 -2.46 11.75  0.105
83 C -10.60 -3.66 12.38  -0.984
84 C -10.90 -4.64 11.52  -0.305
85 N -11.56 -4.07 10.45  0.376
86 C -11.49 -2.75 10.60  -0.076
87 C -12.26 -4.72 9.36  -0.456
88 H -8.42 -1.60 11.61  0.300
89 H -8.68 -1.40 13.38  0.400
90 H -8.65 -0.04 12.26  0.373
91 H -10.81 -0.44 11.39  0.344
92 H -11.01 -0.84 13.08  0.283
93 H -10.08 -3.59 13.32  0.446
94 H -10.77 -5.70 11.57  0.534
95 H -11.84 -2.03 9.88  0.412
96 H -13.31 -4.90 9.56  0.449
97 H -11.78 -5.70 9.28  -0.337
98 H -12.06 -4.21 8.42  0.413
99 C -10.06 -7.60 7.70  -0.823
100 C -10.56 -8.87 8.35  -0.744
101 N -11.62 -8.70 9.34  0.391
102 C -11.49 -8.10 10.59  -0.391
103 C -12.74 -8.05 11.11  -0.286
104 N -13.61 -8.49 10.15  0.537
105 C -12.91 -8.90 9.11  -0.192
106 C -15.06 -8.62 10.37  -0.701
107 H -10.86 -6.93 7.38  0.291
108 H -9.50 -7.87 6.81  0.416
109 H -9.39 -7.05 8.35  0.085
110 H -9.76 -9.49 8.76  0.333
111 H -10.94 -9.53 7.56  0.442
112 H -10.53 -7.76 10.95  -0.006
113 H -13.13 -7.61 12.02  0.697
114 H -13.27 -9.46 8.25  0.450
115 H -15.28 -9.69 10.33  0.321
116 H -15.65 -8.24 9.53  0.140
117 H -15.35 -8.22 11.34  0.172
118 Cl -14.79 -8.51 13.73  -0.652
119 N -8.62 -6.66 10.88  -0.126
120 S -7.59 -7.14 12.00  0.878
121 O -7.41 -6.24 13.09  -0.569
122 O -6.54 -7.99 11.58  -0.588
123 F -8.60 -8.31 12.60  -0.272
124 S -7.59 -5.55 10.12  0.970
125 O -6.65 -6.11 9.23  -0.579
126 O -7.31 -4.34 10.81  -0.542
127 F -8.74 -5.02 9.09  -0.308

No. 3
Formula: C5H4N
Source: the OMol25 dataset
Level of theory: the ωB97M-V functional and the def2-TZVPD basis

Results
Highest occupied orbital energy = -15.96 eV
ΔE to the lowest compared entry with this formula, charge and spin = 5.1937 eV
Net charge = +1

Each line ends with the natural charge from an NBO analysis.
Element x y z (Å)
1 C -0.35 2.63 0.16  -0.422
2 C 0.81 2.72 -0.35  0.541
3 C -0.89 0.19 0.61  -0.135
4 C -0.84 1.59 0.68  0.565
5 C 0.49 -1.42 -0.45  -0.477
6 N 0.01 -0.18 -0.25  -0.164
7 H -1.50 -0.50 1.21  0.260
8 H 1.41 -1.23 0.15  0.309
9 H 0.01 -2.48 -0.24  0.253
10 H 0.84 -1.31 -1.53  0.271

What did the first record say?
Formula: C3H10N
Source: the OMol25 dataset
Level of theory: the ωB97M-V functional and the def2-TZVPD basis

Results
Highest occupied orbital energy = -14.71 eV
ΔE to the lowest compared entry with this formula, charge and spin = 1.1472 eV
Net charge = +1

Each line ends with the natural charge from an NBO analysis.
Element x y z (Å)
1 C -0.77 -1.25 -1.35  -0.418
2 N -1.07 -0.91 0.08  -0.696
3 H 0.24 -1.63 -1.39  0.239
4 H -1.48 -1.99 -1.69  0.243
5 H -0.85 -0.34 -1.93  0.239
6 H -0.31 -0.31 0.46  0.464
7 H -1.15 -1.75 0.66  0.440
8 H -1.94 -0.37 0.18  0.440
9 C 1.00 1.33 1.36  -0.379
10 C 1.21 1.21 0.05  -0.429
11 H 0.18 1.93 1.74  0.210
12 H 1.66 0.87 2.09  0.224
13 H 0.70 1.79 -0.70  0.215
14 H 1.95 0.50 -0.30  0.209

> Which formula does entry 1 have?

C3H10N